[1]
Formula: C10H20NO6
Source: the Open Molecules 2025 dataset
Level of theory: wB97M-V/def2-TZVPD

Calculated values
**Maximum force**: 0.84 eV/A
**M**: 250.27 g mol⁻¹
**Energy**: -24461.1311 eV
**Energy relative to the best compared isomer or geometry (same formula, charge and spin)**: 0.000 eV
**Total charge**: +1
**HOMO energy**: -11.97 eV

Last column: Mulliken charge in e.
CARTESIAN COORDINATES (ANGSTROEM)
C 2.627 -2.141 1.784  -0.410
O 3.704 -1.247 1.969  -0.410
C 3.316 0.063 2.338  -0.488
C 2.831 0.933 1.171  -0.952
C 1.326 0.975 0.961  0.565
O 0.692 1.510 2.137  -0.314
C -0.497 1.060 2.526  0.726
O -1.346 1.774 2.957  -0.543
O -0.641 -0.298 2.443  -0.308
C -1.906 -0.717 1.939  -0.423
C -1.777 -1.457 0.639  -0.098
O -2.752 -1.673 -0.047  -0.546
H 3.050 -3.118 1.539  0.323
H 2.014 -2.226 2.693  0.247
H 1.983 -1.833 0.944  0.041
H 4.214 0.526 2.762  0.311
H 2.565 0.043 3.143  0.316
H 3.147 1.965 1.376  0.467
H 3.313 0.618 0.240  0.348
H 0.920 0.002 0.686  -0.278
H 1.098 1.674 0.145  0.181
H -2.585 0.134 1.818  0.390
H -2.391 -1.394 2.657  0.373
H -0.776 -1.780 0.303  0.486
C -2.116 1.352 -1.599  -1.130
C -1.192 0.299 -2.091  0.501
O -0.223 -0.138 -1.575  -0.410
N -1.588 -0.389 -3.400  -0.134
C -1.637 0.504 -4.608  -0.851
H -1.696 1.785 -0.695  0.215
H -2.256 2.141 -2.340  0.484
H -3.090 0.908 -1.375  0.400
H -2.499 -0.839 -3.262  0.411
H -0.888 -1.128 -3.512  0.434
H -2.427 1.235 -4.472  0.352
H -1.848 -0.111 -5.478  0.367
H -0.671 0.989 -4.716  0.356

Cartesian forces, eV/Å:
0.04 0.04 -0.13
-0.23 -0.03 -0.02
0.19 0.07 0.06
-0.14 0.27 0.36
0.28 -0.06 -0.39
0.06 -0.25 0.06
-0.04 0.00 0.13
-0.27 0.16 0.00
0.22 0.05 -0.81
-0.30 -0.08 0.65
-0.36 0.03 -0.30
0.35 0.16 -0.13
-0.04 0.15 0.10
0.05 0.03 -0.10
0.07 -0.08 0.14
-0.11 -0.14 -0.10
0.04 -0.07 -0.13
0.00 -0.16 -0.12
-0.01 0.00 0.11
-0.02 0.07 0.29
0.00 -0.08 0.13
0.12 -0.11 0.02
0.17 0.10 -0.06
0.08 -0.01 0.26
0.00 0.09 -0.16
0.02 -0.08 0.56
0.04 0.08 -0.29
-0.19 0.04 -0.08
0.02 -0.08 0.00
-0.01 -0.02 0.01
-0.03 -0.01 0.01
0.00 -0.03 -0.01
0.04 -0.07 0.01
-0.05 -0.04 -0.07
0.01 0.01 0.00
0.01 0.00 0.00
0.00 0.02 0.01

---

[2]
Formula: C5H10N2
Source: the Open Molecules 2025 dataset
Level of theory: wB97M-V/def2-TZVPD

Calculated values
**Maximum force**: 3.54 eV/A
**M**: 98.15 g mol⁻¹
**Energy**: -8324.8276 eV
**Energy relative to the best compared isomer or geometry (same formula, charge and spin)**: 2.506 eV
**HOMO energy**: -8.01 eV

Last column: Mulliken charge in e.
CARTESIAN COORDINATES (ANGSTROEM)
C 0.295 -1.035 0.434  -0.210
C -1.005 1.350 0.556  -1.193
C -1.089 -0.063 0.056  0.835
N 1.305 -0.655 1.333  -0.542
C 0.515 -0.686 -0.992  0.106
C 1.274 0.345 -1.449  -1.066
N -2.222 -0.508 -0.282  -0.783
H -0.076 -2.044 0.620  0.374
H 1.768 0.209 1.076  0.238
H 1.016 -0.654 2.303  0.258
H -2.211 -1.449 -0.667  0.232
H 0.221 -1.492 -1.663  0.306
H -0.939 2.027 -0.298  0.268
H -1.911 1.594 1.108  0.417
H -0.133 1.519 1.186  0.267
H 1.290 0.585 -2.499  0.270
H 1.903 0.958 -0.821  0.223

Cartesian forces, eV/Å:
-1.84 1.21 -2.03
0.28 0.34 -0.42
-0.18 -0.90 3.42
-0.09 0.47 0.27
3.06 -0.79 -0.65
-0.65 -0.99 0.18
0.12 0.16 -1.04
0.03 0.16 -0.19
-0.08 -0.22 0.20
0.04 0.15 -0.06
0.11 -0.30 0.42
-0.68 0.70 -0.24
-0.02 0.06 0.11
0.03 -0.12 -0.04
-0.01 0.00 0.02
0.10 -0.13 -0.14
-0.23 0.20 0.20

---

[3]
Formula: C14H31HgN3O2V
Source: the Open Molecules 2025 dataset
Level of theory: wB97M-V/def2-TZVPD

Calculated values
**Maximum force**: 3.36 eV/A
**<S²>**: 1.1614
**M**: 524.96 g mol⁻¹
**Energy**: -53430.4048 eV
**Total charge**: +2
**HOMO energy (alpha / beta)**: -16.72 / -15.85 eV
**2S+1**: 2

Last column: Mulliken charge in e.
CARTESIAN COORDINATES (ANGSTROEM)
N 1.857 -0.522 0.681  -0.086
C 2.984 -1.051 0.701  0.595
O 4.071 -1.524 0.594  -0.450
Hg 2.474 -0.674 -2.325  0.708
V -0.048 -0.230 0.156  1.062
N -0.505 -1.648 -0.961  0.596
N -0.293 1.389 -0.724  0.392
C -0.402 -3.119 -0.691  1.137
C 0.325 2.779 -0.895  0.819
C 0.748 -3.744 -1.473  -1.431
C -1.670 -3.895 -1.044  -1.716
C -0.128 -3.282 0.775  -1.936
C 0.033 3.435 -2.245  -1.752
C -0.193 3.711 0.194  -1.357
C 1.821 2.689 -0.748  -1.374
H 0.698 -3.574 -2.551  0.336
H 0.819 -4.830 -1.320  0.436
H 1.714 -3.360 -1.157  0.274
H -2.538 -3.454 -0.561  0.427
H -1.614 -4.932 -0.685  0.463
H -1.882 -3.957 -2.112  0.416
H 0.750 -2.715 1.092  0.363
H 0.045 -4.326 1.027  0.536
H -0.964 -2.926 1.369  0.437
H 0.339 2.793 -3.067  0.418
H 0.584 4.379 -2.379  0.432
H -1.020 3.681 -2.394  0.436
H -1.285 3.813 0.179  0.388
H 0.215 4.730 0.113  0.461
H 0.077 3.359 1.186  0.291
H 2.121 2.182 0.163  0.242
H 2.300 3.669 -0.743  0.490
H 2.276 2.132 -1.579  0.162
C -1.674 1.400 -1.181  -1.216
H -2.092 0.429 -0.915  0.423
H -2.319 2.166 -0.727  0.352
H -1.812 1.522 -2.263  0.410
C -1.089 -1.438 -2.316  -1.314
H -2.176 -1.610 -2.380  0.393
H -0.955 -0.409 -2.621  0.391
H -0.646 -2.036 -3.148  0.345
C -1.242 1.335 3.349  -1.459
C 0.008 0.689 2.790  1.693
C 1.026 0.414 3.875  -1.440
O -0.352 -0.443 1.945  -0.533
H -1.721 0.689 4.068  0.415
H -1.979 1.552 2.567  0.338
H -1.028 2.287 3.854  0.408
H 0.473 1.410 2.073  -0.481
H 0.627 -0.261 4.613  0.408
H 1.930 -0.023 3.453  0.271
H 1.317 1.346 4.388  0.382

Cartesian forces, eV/Å:
1.82 -0.71 -1.21
-0.32 0.22 -1.09
-2.52 1.05 0.68
-0.26 0.12 0.43
1.42 -0.35 3.02
-0.55 -0.65 -1.80
0.37 1.02 -0.39
0.28 -0.75 0.63
0.77 0.56 0.41
0.78 0.18 -0.71
-0.74 0.08 -0.25
0.22 0.06 0.87
-0.50 -0.27 -0.65
-0.69 0.26 0.73
0.80 -0.54 0.01
-0.27 -0.12 0.00
-0.35 0.32 0.07
0.28 0.24 0.33
-0.17 0.09 0.11
0.31 0.37 0.02
0.16 0.08 0.01
0.04 -0.16 -0.04
-0.02 -0.04 -0.04
-0.21 -0.05 0.13
0.05 -0.17 -0.17
-0.06 -0.42 0.46
0.01 -0.03 0.11
0.20 -0.01 -0.10
0.00 -0.46 -0.29
0.08 -0.11 0.14
0.00 -0.08 0.30
-0.23 0.01 -0.03
-0.07 -0.01 -0.11
-0.73 -0.56 0.12
-0.67 -0.18 0.01
0.51 -0.13 0.28
0.43 -0.18 0.12
-0.08 0.62 -0.78
0.33 -0.22 0.52
0.14 0.17 -0.02
-0.02 0.02 1.07
-0.56 0.35 -0.36
0.21 1.72 -0.51
0.43 -0.40 -0.36
-0.24 0.48 -2.32
-0.13 -0.30 0.29
0.15 -0.06 0.04
0.22 -0.33 -0.17
-0.12 -0.17 0.45
-0.17 -0.30 0.33
0.01 -0.02 0.09
-0.31 -0.26 -0.37

---

[4]
Formula: C4H6INSe
Source: the Open Molecules 2025 dataset
Level of theory: wB97M-V/def2-TZVPD

Calculated values
**Maximum force**: 3.18 eV/A
**M**: 273.96 g mol⁻¹
**Energy**: -79177.3596 eV
**Energy relative to the best compared isomer or geometry (same formula, charge and spin)**: 1.300 eV
**HOMO energy (alpha / beta)**: -7.25 / -7.24 eV

Last column: Mulliken charge in e.
CARTESIAN COORDINATES (ANGSTROEM)
C 1.682 1.965 0.123  0.755
C -0.635 -0.569 1.169  -0.779
C -0.015 0.007 -1.457  -0.609
C 2.923 1.800 -0.230  -0.943
N 0.623 2.129 0.600  -0.608
Se -0.969 0.716 -0.187  0.441
I 3.707 -0.104 0.033  -0.031
H 0.419 -0.254 1.472  0.249
H -1.332 -0.165 2.044  0.310
H -0.694 -1.600 0.761  0.336
H -0.138 0.147 -2.545  0.292
H 0.627 -0.809 -1.120  0.204
H 3.495 2.376 -0.966  0.381

Cartesian forces, eV/Å:
0.02 0.56 0.19
0.74 1.82 2.50
-0.11 -1.32 -1.04
2.03 -0.38 -1.78
-2.19 0.17 1.63
0.13 0.79 -1.76
0.25 -0.34 0.31
-1.24 -0.96 -0.14
1.35 -1.73 -1.73
-0.32 0.87 0.67
-0.01 0.37 0.98
-0.02 0.27 -0.32
-0.63 -0.11 0.49

---

[5]
Formula: C5H5BrOS
Source: the Open Molecules 2025 dataset
Level of theory: wB97M-V/def2-TZVPD

Calculated values
**Maximum force**: 4.91 eV/A
**M**: 193.07 g mol⁻¹
**Energy**: -88188.0895 eV
**Energy relative to the best compared isomer or geometry (same formula, charge and spin)**: 2.784 eV
**HOMO energy**: -9.07 eV

Last column: Mulliken charge in e.
CARTESIAN COORDINATES (ANGSTROEM)
C 0.665 0.403 -0.935  -0.225
C 0.447 -0.526 -0.029  0.170
C 0.643 -1.942 0.061  -0.219
C -0.075 1.685 -0.918  -0.515
C -0.791 0.130 1.361  -0.264
O -0.233 -2.722 0.480  -0.452
S -1.038 1.845 0.708  -0.127
Br -0.365 -0.169 3.219  -0.069
H 1.026 0.109 -1.926  0.303
H 1.532 -2.537 -0.348  0.335
H 0.561 2.604 -0.973  0.323
H -0.739 1.715 -1.714  0.358
H -1.633 -0.595 1.013  0.383

Cartesian forces, eV/Å:
-0.67 -0.96 -0.83
-2.05 2.22 3.50
-0.84 -4.24 -0.22
1.22 1.27 2.89
0.46 -1.96 -4.48
1.30 2.06 -0.32
0.70 -1.09 -0.03
0.02 0.32 -0.89
0.55 0.15 0.36
-0.33 1.54 0.27
-0.28 -0.80 -0.04
-1.42 0.00 -1.48
1.33 1.49 1.27